Entry 1:
Here is an isolated molecule of C17H24N6O3 from the Open Molecules 2025 dataset. Energies are from ωB97M-V/def2-TZVPD.

## Properties
Energy relative to the best compared isomer or geometry (same formula, charge and spin): 90.94 kcal per mole
M: 360.418 g/mol
E_LUMO: 0.255 eV
SMILES: [H]/N=C(\N)NCCC[C@H](NC(=O)[C@@H](N)Cc1c[nH]c2ccccc12)C(=O)O

The geometry in XYZ format:
```
50
C17H24N6O3, DFT ωB97M-V/def2-TZVPD
C 4.2182 -0.2117 1.8977
H 0.2206 4.1089 -0.6106
H -1.8229 0.1723 0.2424
C 4.5325 -0.9168 -0.3612
N 4.2093 -0.5074 -1.6487
N -4.0982 0.4878 1.6399
C 3.4562 0.6525 -1.6982
C 3.9876 0.0992 0.4669
C -4.2425 -2.0511 0.2079
H 5.5870 -2.6521 -0.8863
N 0.6325 3.6826 0.1784
O -0.8703 -2.5161 -1.2029
C -5.2560 0.2348 0.9976
N -5.4549 -1.1376 0.7477
N -6.2694 1.0037 0.7115
C -2.7206 -0.4387 -1.5343
H -3.3948 0.4603 -1.2706
C -3.6864 -1.6803 -1.2104
C -1.4837 -0.2180 -0.7596
H 4.7195 -0.7329 -2.4350
H 3.6947 0.3431 2.6979
C 0.1500 1.3552 -0.2128
H -3.3491 -2.5934 -1.7214
H -6.0484 2.0157 0.9344
C 3.3539 1.0065 -0.4003
H -0.6318 1.3336 -2.0584
H -6.3069 -1.2979 0.2529
C 5.4500 -1.9229 -0.1079
H 6.3482 -2.9065 1.5839
H 5.2030 -1.4997 3.3048
H 0.0992 -0.8344 1.1008
C 1.1273 2.4621 -0.5345
N -0.5099 0.7214 -1.2118
H 3.2751 1.2941 -2.5632
H 2.2924 2.3347 1.0863
C 2.5296 2.3504 0.0308
H -4.7720 -3.0428 0.0971
H -4.0806 1.4855 1.8599
H -4.6680 -1.3559 -1.7634
O -0.0369 -1.6652 0.6972
H 1.0995 2.5837 -1.6035
O 0.0450 0.9249 0.9251
C 5.0859 -1.2108 2.1891
C 5.8252 -1.9892 1.1764
H 3.2464 3.1880 -0.2433
H -3.4118 -2.1169 0.9803
H -2.6966 -0.4505 -2.6479
H -3.7407 -0.1834 2.2964
C -0.7750 -1.5774 -0.4620
H -0.0615 3.4085 0.8451
```

Mulliken population analysis, charges in e, atoms 1 to 6: -0.5228, 0.3022, 0.4004, -0.1058, -0.1015, -0.3023

Entry 2:
Here is a structure of composition C5H11NO from the Open Molecules 2025 dataset. Energies are from ωB97M-V/def2-TZVPD.

## Properties
Energy relative to the best compared isomer or geometry (same formula, charge and spin): 86.31 kcal per mole
M: 101.149 g/mol
E_LUMO: 0.796 eV

The geometry in XYZ format:
```
18
C5H11NO, DFT ωB97M-V/def2-TZVPD
H 0.1742 -1.9380 2.1369
C -0.2800 0.0330 -0.6056
H -1.3551 1.8554 -1.7576
H 1.3553 1.3341 0.7792
N -1.6632 -0.1198 -0.9171
C -0.4539 -1.5212 1.3516
C 0.3352 -0.5810 0.4718
H -1.8097 -0.5266 -1.8337
H 1.3245 1.0560 -1.6532
H -0.8603 -2.3534 0.7713
H -2.2026 -0.6143 -0.2219
H 0.9239 1.8233 -0.0541
O -0.4408 1.9360 -2.0790
H 2.3770 0.0308 0.2096
H 1.9647 -0.4960 1.8642
C 0.3271 1.1711 -1.2422
C 1.5813 -0.0701 0.9424
H -1.2977 -1.0193 1.8373
```

Mulliken population analysis, charges in e, atoms 1 to 6: 0.3903, 0.4922, 0.3374, 0.0935, -0.7013, -1.6634

Entry 3:
Here is an isolated molecule of C23H30N4O2 from the Open Molecules 2025 dataset. Energies are from ωB97M-V/def2-TZVPD.

## Properties
Energy relative to the best compared isomer or geometry (same formula, charge and spin): 44.03 kcal per mole
M: 394.519 g/mol
E_LUMO: 0.745 eV
SMILES: COc1ccc(OC)c(CNc2nc3ccccc3n2CCN2CCCCC2)c1

The geometry in XYZ format:
```
59
C23H30N4O2, DFT ωB97M-V/def2-TZVPD
H -5.1029 2.8324 -0.6394
H 0.5510 0.9018 -2.5231
H -0.2120 -2.4695 -2.4515
H -1.0353 -1.3954 1.5210
H 2.8335 -3.6672 1.1832
C -3.7735 -0.0644 0.5713
H 1.7917 -0.1224 -0.0192
C -1.9081 0.3819 -0.5116
C 2.8996 1.4129 0.9415
H -2.6306 -2.1671 1.5587
H 0.2216 -4.0980 -1.8768
C 0.7981 -3.3286 0.6012
N -2.6819 1.3962 -0.7998
C -5.9880 0.2110 1.3448
H 4.2397 1.4635 3.3034
H 2.6371 -4.5285 -1.1095
H 5.0700 -0.0526 2.8752
H 0.3698 5.6599 -0.1092
H 2.4605 4.7129 0.4521
C -1.4062 -2.7254 -0.1467
C 1.9201 0.9446 0.0674
H 2.0429 -1.6404 -1.8963
C -3.8605 1.1565 -0.1404
C 3.0785 2.7800 1.0701
H 5.4053 1.4316 1.9498
H -0.1650 -0.6296 -0.6623
C -5.0295 1.9022 -0.0990
H -7.0057 1.9735 0.6988
C -4.8298 -0.5483 1.3163
O 3.6107 0.4489 1.6056
H -6.8341 -0.1387 1.9184
N -0.6781 0.1690 -1.0223
C 2.7439 -3.4500 -0.9663
H -1.6591 -3.7466 0.1803
C 2.2944 3.6543 0.3297
H -4.7683 -1.4818 1.8586
N 0.0246 -2.5953 -0.3921
C 1.1311 1.8017 -0.6703
H -0.6366 2.0454 -1.8509
C 1.8776 -2.7155 -1.9836
H 2.5129 -2.0243 0.6321
H 1.5777 5.7737 -1.4225
H 3.8201 3.1907 1.7367
O 0.5324 3.9823 -1.3199
C 0.5969 5.3744 -1.1414
N -2.5022 -0.5462 0.3207
H 2.1396 -3.0188 -2.9984
H -0.1617 5.7890 -1.8033
C 0.4032 -3.0180 -1.7336
C 0.0730 1.2563 -1.6009
H 0.6025 -4.4138 0.5148
H 3.7947 -3.1932 -1.1071
C 2.2939 -3.0757 0.4415
H 0.4773 -3.0116 1.5965
C -6.0832 1.4127 0.6499
H -1.9434 -2.5341 -1.0787
C 1.3246 3.1868 -0.5450
C -1.8880 -1.7071 0.9044
C 4.6329 0.8620 2.4771
```

Mulliken population analysis, charges in e, atoms 1 to 6: 0.4451, 0.1954, 0.5036, 0.2810, 0.4410, 1.0139

Entry 4:
Here is a cluster of 2 separate species, C19H37BF7I2N2O7PS in total from the Open Molecules 2025 dataset. Energies are from ωB97M-V/def2-TZVPD.

## Properties
M: 866.159 g/mol
E_LUMO: -0.687 eV

The geometry in XYZ format:
```
77
C19H37BF7I2N2O7PS, DFT ωB97M-V/def2-TZVPD
N 1.5196 -1.8156 5.6439
C 0.3458 2.5290 -3.4814
C 2.8702 -2.4711 5.6272
H 4.7827 0.6656 -3.6510
H -0.1774 -1.2307 -6.0667
C -0.9809 -1.7623 -4.1267
O -4.7420 -1.3955 -2.4041
F -2.3375 3.3400 -1.8596
H 1.9390 -0.8267 7.4581
I 2.9912 0.4762 0.0762
H -3.3792 0.8008 -2.6934
O 1.2726 -2.3491 -0.4985
H 1.0174 -1.9150 -3.1403
C 1.7864 -0.6366 3.3892
F -2.5056 5.2312 -0.0174
C -4.4171 -0.4795 -1.4328
C -0.4132 1.1959 -3.2289
O 0.0269 -1.1360 1.0770
H 4.4769 1.5489 -2.1865
H -1.6692 -0.9243 -4.2746
F -1.5021 4.1071 1.4602
H -4.9809 -2.1983 -1.9322
H 0.2026 -1.0186 7.0873
C -0.3483 -2.1502 -5.4992
H -1.4777 1.4532 -3.3024
H -2.2477 -1.4611 -1.9724
C 1.1791 -1.4961 7.0637
C 2.8001 0.3353 -2.8201
O 0.6591 2.3491 0.2871
B 0.3946 -1.2310 -0.2928
H -0.7233 -1.6970 1.2859
H -0.3424 0.6780 -4.1889
I 2.3977 0.0590 -4.8800
H 2.8743 -3.2420 6.3971
H 1.1585 -2.4224 7.6320
C 1.8890 0.2882 -1.8244
O -1.4163 1.3445 0.7962
H 1.0260 -1.2388 2.8913
H 4.7930 -0.2261 -2.1509
H 3.6248 -1.7210 5.8401
H -2.0287 -0.8404 -0.4621
H 1.7010 3.9310 -2.8970
H -3.3329 1.1882 -0.9709
O 3.0747 -1.1935 3.1656
C 4.2961 0.5908 -2.6765
P -0.0819 -0.0100 -1.8268
H -1.0780 -2.7134 -6.0860
H -0.3255 -2.4450 -2.2939
C 1.5226 -0.5103 4.8687
H 3.1770 -1.2269 2.2056
C -3.6815 3.4685 0.7427
H 0.4774 -3.6400 5.7360
H -0.3824 3.3585 -3.4189
F -4.1678 4.3749 1.6178
H 0.7500 -3.1241 -0.2742
F -3.7761 2.3116 1.3451
H -0.4649 -2.2640 5.0945
H 0.5837 -2.6976 -5.3798
O -5.0741 -0.4073 -0.4343
H 1.5674 2.7692 -1.7603
C -3.1773 0.3930 -1.6956
H 2.2810 0.1145 5.3414
C -1.4835 3.3115 -0.8300
C -1.9494 -0.5108 -1.5137
H -1.6854 -2.5882 -3.9539
F -0.5659 4.2751 -1.0997
H 3.0340 -2.9282 4.6601
F -4.5066 3.4828 -0.2838
H 0.6235 2.5983 -4.5432
H 1.7443 0.3658 2.9539
H 0.7903 -3.0438 4.0904
H 0.5424 -0.0598 5.0214
S -0.5483 1.7742 -0.3352
C -2.2619 3.9608 0.3968
C -0.0108 -1.6080 -2.9325
N 1.5476 2.9449 -2.7570
C 0.5033 -2.7594 5.0981
```

Mulliken population analysis, charges in e, atoms 1 to 6: 0.0246, -1.8702, -0.8811, 0.5189, 0.2132, -0.4525

| no. | F_max (eV/A) | Kohn-Sham gap (Ha) |
| --- | --- | --- |
| 1 | 5.5 | 0.307 |
| 2 | 1.9 | 0.334 |
| 3 | 0.7 | 0.293 |
| 4 | 4.4 | 0.245 |